No. 1
{"formula": "C6H10OS", "method": "wB97M-V/def2-TZVPD", "gap_ha": [0.1805, 0.2263], "total_charge": 0, "spin_multiplicity": 3, "fmax_ev_per_a": 6.589, "e_above_lowest_ev": 4.567, "s_squared": 2.02, "total_energy_ev": -19258.0377, "species": ["C", "C", "C", "C", "C", "C", "O", "S", "H", "H", "H", "H", "H", "H", "H", "H", "H", "H"], "xyz": [[1.476, 0.375, 1.278], [1.176, 0.930, 0.127], [0.743, -0.898, 1.682], [-0.526, -0.005, -0.442], [0.008, -0.931, -1.503], [-1.431, 1.125, -0.928], [-1.789, -0.026, 1.894], [-1.031, -0.974, 1.111], [2.358, 0.591, 1.870], [1.369, 1.718, -0.408], [1.087, -1.666, 1.080], [0.796, -1.075, 2.717], [0.845, -1.554, -1.032], [0.494, -0.172, -2.209], [-0.738, -1.571, -2.134], [-0.798, 1.872, -1.422], [-1.997, 1.550, -0.108], [-2.040, 0.710, -1.573]], "lowdin_spin": [0.13, 0.36, 0.17, 0.20, 0.03, 0.02, 0.44, 0.55, 0.01, 0.04, 0.01, 0.01, 0.00, 0.01, 0.00, 0.01, 0.00, 0.01]}

No. 2
{"formula": "C6H10OS2", "method": "wB97M-V/def2-TZVPD", "gap_ha": 0.2814, "total_charge": 0, "fmax_ev_per_a": 4.267, "e_above_lowest_ev": 3.396, "total_energy_ev": -30098.0671, "species": ["C", "C", "C", "C", "C", "C", "O", "S", "S", "H", "H", "H", "H", "H", "H", "H", "H", "H", "H"], "xyz": [[0.067, 0.276, -0.322], [-1.046, -0.365, -0.064], [2.002, 1.485, 0.630], [3.064, 0.576, 0.047], [-1.147, -1.880, 0.132], [-2.348, 0.380, 0.157], [2.016, -1.734, 0.583], [0.561, 1.908, -0.454], [2.168, -0.911, -0.659], [1.537, 0.932, 1.424], [2.485, 2.367, 0.884], [3.796, 0.794, -0.780], [3.702, 0.157, 0.941], [-1.281, -2.323, -0.802], [-0.259, -2.250, 0.689], [-2.135, -1.952, 0.775], [-3.224, 0.213, -0.529], [-2.803, 0.101, 1.229], [-2.199, 1.373, 0.278]], "mulliken_charge": [-0.59, 1.28, -0.72, -0.52, -1.19, -1.44, -0.56, -0.14, 0.36, 0.37, 0.47, 0.36, 0.28, 0.29, 0.35, 0.34, 0.27, 0.29, 0.48]}